# 1
# CH14O6

A 6-piece molecular cluster, CH14O6 overall at a distorted geometry (the ωB97M-V functional and the def2-TZVPD basis, the OMol25 dataset).

```
! wB97M-V def2-TZVPD RIJCOSX def2/J DEFGRID3
* xyz 0 1
H 0.1802 0.7321 -0.5762
O -0.2840 1.9634 0.8001
H 1.2868 2.5763 2.0369
H 0.5412 3.7519 0.8376
O 0.3164 0.4913 -1.5167
H -2.6065 0.7509 -2.0393
H -2.5072 -1.4956 0.6426
O -2.3396 -0.0608 -1.6125
H 0.6551 -2.6999 -0.4057
C 0.9192 2.7656 1.0263
H -2.6071 -1.9970 -0.8138
H 0.7398 -0.3738 -1.3989
O 0.3339 -2.0878 0.2656
H 3.2310 -0.4666 1.1556
H -0.1523 1.0443 1.0258
H -0.6320 -2.2251 0.2698
O -2.4011 -2.2636 0.0887
O 2.9981 -1.2831 0.7082
H 2.0323 -1.3097 0.6464
H 1.6659 2.3141 0.3734
H -1.3700 -0.1269 -1.5139
*
```

Output
SMILES   CO.O.O.O.O.O
Energy relative to the best compared isomer or geometry (same formula, charge and spin)   20.2 kcal/mol

---

# 2
# C10H16

A 2-piece molecular cluster, C10H16 overall at a distorted geometry (the ωB97M-V functional and the def2-TZVPD basis, the OMol25 dataset).

```
! wB97M-V def2-TZVPD RIJCOSX def2/J DEFGRID3
* xyz 0 1
H 0.7409 4.0262 0.3487
H 2.3893 -0.4817 -2.1074
H -1.3343 3.7849 -0.8385
C 1.4591 2.0352 -0.2151
H -0.7242 -0.7080 0.4523
C 0.0023 0.8042 -1.6524
H -0.3172 -2.2666 -0.0812
H -2.5947 -1.5847 1.8507
H 1.8505 -1.1317 -0.5426
C -0.6667 2.9349 -0.7616
H 1.1168 -1.8057 1.7350
C 2.1751 -0.2475 -1.0917
H 0.0230 -3.0392 2.3294
C -2.2328 -2.1118 0.9585
H 3.1260 0.0196 -0.6269
H -2.8226 -1.7735 0.1065
C -0.9279 1.8290 -1.5624
C -0.7691 -1.7518 0.7675
C 1.2185 0.9066 -0.9733
H -0.2802 -0.0362 -2.2657
H -2.4553 -3.1520 1.2063
H 2.4197 2.1986 0.2665
C 0.0763 -1.9953 2.0113
C 0.5170 3.0453 -0.0455
H -1.8433 1.8652 -2.1400
H -0.1458 -1.3641 2.8717
*
```

Output
SMILES   Cc1ccccc1.CCC
Energy relative to the best compared isomer or geometry (same formula, charge and spin)   9.2 kcal/mol

---

# 3
# C11H8BrNO2

C11H8BrNO2 as an isolated structure at a distorted geometry (the ωB97M-V functional and the def2-TZVPD basis, the OMol25 dataset).

```
! wB97M-V def2-TZVPD RIJCOSX def2/J DEFGRID3
* xyz 0 1
H 4.3747 1.6817 0.3236
N -1.2099 0.7203 0.7003
H 1.8050 2.4479 -0.2856
C -2.8460 -0.9238 -0.3148
H 2.4515 3.3404 1.1720
C 3.3865 0.7297 1.9312
C 1.3730 1.6957 1.8504
C -2.9951 -2.2942 -0.6226
C -1.9719 -3.2542 -0.4072
H -3.7328 -0.3807 -0.7537
C 2.2926 2.3313 0.7207
H -2.1523 -4.2251 -0.6703
C -0.8218 -2.8989 0.2946
O 0.3846 -0.8360 1.0538
H -0.0445 -3.5950 0.3810
O 2.1808 0.9579 2.5895
H 4.0001 0.0330 2.3288
C 3.5272 1.5017 0.8446
H -3.8563 -2.7807 -1.0791
C -0.0468 0.4767 1.1566
C -0.6395 -1.5344 0.4871
Br 0.2219 2.9308 2.8276
C -1.6553 -0.5220 0.3348
*
```

Output
Energy relative to the best compared isomer or geometry (same formula, charge and spin)   31.8 kcal/mol

---

# 4
# C4H9NO2S2

C4H9NO2S2 as an isolated structure at a distorted geometry (the ωB97M-V functional and the def2-TZVPD basis, the OMol25 dataset).

```
! wB97M-V def2-TZVPD RIJCOSX def2/J DEFGRID3
* xyz 0 1
H 3.6521 0.3437 0.5220
C 1.1440 0.9655 0.5914
H -2.8346 1.2758 -0.7429
O 1.9120 -1.8115 0.3250
H -5.1860 0.2284 -0.7016
H 1.1160 -1.6835 0.8954
H 3.8591 0.7064 -1.3210
H 4.5205 -0.6766 -0.6095
C 3.6404 0.0802 -0.5144
H -3.1668 0.9524 0.9186
H -1.2175 -0.0916 1.8266
H -1.0261 -0.6926 -0.8131
S 2.0809 -0.7218 -0.9060
C -2.8861 0.4714 -0.0235
C -1.5633 -0.2430 -0.0597
O 1.0230 2.0272 0.1232
S -4.2396 -0.6726 -0.4654
N -0.8279 -0.4577 0.9552
*
```

Output
Energy relative to the best compared isomer or geometry (same formula, charge and spin)   66.6 kcal/mol

---

# 5
# C21H36Cl32F4O4

C21H36Cl32F4O4 as an isolated structure at a distorted geometry (the ωB97M-V functional and the def2-TZVPD basis, the OMol25 dataset).

```
! wB97M-V def2-TZVPD RIJCOSX def2/J DEFGRID3
* xyz 0 1
H -8.0190 6.6106 4.2718
Cl -3.4235 -8.6254 -11.6818
H 1.2651 -6.6900 2.1602
Cl -4.9722 2.7467 -1.8475
H 4.8195 -2.3469 -4.9116
Cl 1.2531 -4.3309 2.0539
C -5.9781 -3.1942 -4.9056
Cl -4.0754 0.9432 1.4956
H -1.7352 -5.4703 -5.6360
Cl -1.9616 6.6965 3.8149
O 4.9830 -2.0684 -2.7766
C -7.9130 7.5543 4.8122
Cl -4.6235 5.7204 3.1365
H 6.6605 4.1288 10.2076
C 4.2630 1.0479 -0.6091
Cl 0.2503 -1.8663 -0.0316
H -2.5416 -8.1655 -9.5400
Cl -0.7616 -7.6494 -11.0034
H -3.8395 -3.7964 3.4182
O 2.5641 -0.1983 -3.0983
H 5.2237 1.3030 -6.9924
O 1.1437 1.6001 -3.8524
C 0.8832 -0.5543 0.9699
H 7.1294 5.8114 10.5866
Cl -5.0168 -2.2239 2.1075
C -0.9109 -2.6086 -3.3614
C -2.4624 -7.6975 -10.5242
Cl -2.3813 -7.4093 -6.8190
H -4.0484 7.6697 4.3392
H 2.5790 1.7290 5.6571
H 5.2790 4.5704 6.7531
H -3.7416 6.1804 5.2784
H 2.5431 -0.9156 -5.1239
C -3.6624 6.6484 4.2941
H -2.8484 -6.6761 -10.4791
C 6.8929 5.1088 9.7837
Cl -5.1215 1.8163 -4.6063
C 0.6497 -5.9433 1.6525
Cl 5.4832 5.7013 8.8969
H 4.6572 5.5499 5.3935
Cl 5.8356 1.7578 -0.9935
C 4.2946 -1.9730 -3.9287
Cl 2.9360 4.3896 6.5197
Cl -2.2036 -2.9680 1.9301
Cl -8.0645 7.2448 6.5461
O -0.0018 -0.3430 -2.7825
H 1.5119 0.0926 0.3531
H 3.5810 -0.9032 7.7159
H 6.5799 0.1695 -6.7275
F -0.1230 -0.9090 -5.2065
Cl -5.1428 -4.6331 -5.5028
H 1.4775 -0.9812 1.7814
C -3.6071 -2.8165 2.9943
H -4.5521 3.2163 1.9228
Cl 0.2360 1.5482 5.4237
F -0.1340 -3.5708 -4.2056
Cl -6.3404 8.2642 4.4278
H -6.7075 -3.4944 -4.1494
Cl -0.7254 -7.2294 -4.4265
C -2.0322 -6.4835 -5.3542
Cl 4.5988 -0.5416 -5.6569
C -4.0612 2.1125 -3.2232
C -0.7304 -1.0268 -3.8613
H -2.9315 -6.4453 -4.7346
H -8.7006 8.2463 4.5042
Cl -2.3258 2.9593 2.6671
H -0.6074 -2.6416 -2.2257
Cl 6.3276 1.6941 -4.9417
H -3.5853 1.1729 -2.9321
H -3.2973 2.8396 -3.5097
C 4.5833 4.5900 5.9106
H 1.9878 -2.1415 -3.7696
Cl -0.4286 0.4077 1.6615
F -2.1088 -0.4201 -3.9073
C 5.7324 0.6745 -6.2574
Cl 5.0070 3.2952 4.7841
C 4.4891 -0.4715 7.2877
Cl 0.7155 -6.2316 -0.0902
Cl 8.2964 4.9573 8.7195
H -3.4057 3.0088 0.5675
Cl 4.1115 0.7383 1.1248
C 1.1889 0.3696 -3.2700
H -3.3706 -2.1139 3.7972
F -2.3611 -2.9809 -3.5050
C 2.7948 -1.3083 -4.0360
H 4.1570 0.1042 -1.1495
C 1.8833 1.7486 4.8147
Cl 2.3070 0.4538 3.6882
Cl 4.5075 1.2665 7.6100
H -0.3866 -6.0291 1.9885
H 3.4753 1.7399 -0.9171
H 1.9572 2.7085 4.2976
Cl -4.8390 -2.0507 -4.1846
Cl 4.5171 -0.7967 5.5504
H 5.3678 -0.9283 7.7494
H -6.4902 -2.7082 -5.7397
C -3.6785 2.6642 1.5680
*
```

---

# 6
# C23H53BClF2N2O21P4

A 5-piece molecular cluster, C23H53BClF2N2O21P4 overall at a distorted geometry (the ωB97M-V functional and the def2-TZVPD basis, the OMol25 dataset).

```
! wB97M-V def2-TZVPD RIJCOSX def2/J DEFGRID3
* xyz -1 1
H -0.0815 1.3387 0.5063
H 1.5065 0.5143 -4.1683
C -1.0434 -6.8188 -2.2183
C 4.1386 2.5174 5.8352
B -0.3711 -3.1974 -0.6633
O 3.9091 2.2134 4.4569
C -1.9300 2.4645 7.9096
H -2.8657 2.0881 1.3382
H -4.2513 3.1993 1.4577
H -3.9970 2.2498 -0.0182
H 2.1880 0.2799 0.9935
H 0.0267 -3.5730 1.5296
C -0.3658 0.4688 -0.0854
H -1.4919 -2.7544 1.2328
F -1.9675 -7.1625 -1.3552
H -0.6136 7.6999 -0.3678
H 3.7875 -1.0075 -7.6729
H 4.6916 5.4664 2.4210
H 3.4898 4.7404 3.5120
O -1.5134 1.1114 7.7063
H 1.1354 -3.7206 -7.6585
H 0.7695 -3.0134 -1.1196
H 2.1555 0.1519 -0.8028
H -0.1395 -2.5313 -3.0982
C -1.0464 -3.0359 -2.7629
H -1.8260 7.7849 0.9247
H 3.6536 3.4617 6.0839
C 2.9301 -1.0034 -8.3455
C 1.8203 -4.0714 -6.8843
H 5.2019 2.5854 6.0643
H 1.2706 -4.6291 -6.1382
O -0.6730 -4.6369 -1.0713
O -1.9283 4.9496 2.3954
H -2.2181 2.9306 6.9661
H -0.2408 7.0332 1.2371
O -3.8690 0.1917 7.2032
O 6.3054 1.7784 3.8327
H -3.8719 5.9396 -1.0785
H 7.1041 -0.0707 4.1703
C 1.9111 -0.3265 0.1338
C -2.2568 -2.2804 6.2057
H 3.6955 1.7222 6.4301
H -2.9391 -2.8156 6.8638
H -0.1494 0.6534 5.5100
H -3.3572 -4.4649 -3.6733
C -3.4129 -3.3885 -3.6926
O 4.5784 2.3517 2.0072
C -0.9252 0.6507 4.7446
O -1.3520 -2.4919 -1.5268
C -1.2160 -5.9309 -4.3289
H 4.6742 5.8988 4.1457
Cl -2.2933 -0.9640 -3.8883
H -0.8365 -0.2479 4.1420
C -0.6161 -4.5252 -2.4305
H -5.1709 -2.3870 -4.5309
F -0.3037 -5.1616 -4.9072
C -4.3634 -3.0176 -4.8566
O -3.8388 5.8977 1.0176
C -3.4982 2.7809 0.7879
C -1.0237 7.1823 0.4951
H -1.0854 3.0051 8.3284
P 1.6655 -1.6306 -6.1487
O -2.6882 3.8124 0.1977
O 5.4597 4.0579 3.7310
O 0.2275 -1.0652 2.3439
C -4.5417 6.0216 -0.2232
H 2.5736 -4.7088 -7.3421
C 6.2837 0.3609 3.6041
H 1.8029 1.0857 -5.8302
N 0.5072 -0.6753 0.0950
C -2.0477 -2.7608 -3.8594
O 2.4879 -2.9758 -6.2388
O 1.6936 -1.0291 -7.6307
H -2.7888 -1.9604 5.3095
C 4.5177 5.0961 3.4292
H 2.9862 -1.8693 -9.0061
P 5.0199 2.5785 3.3748
H -3.8068 -2.5286 -5.6397
O 0.3167 -1.7289 -5.6145
H -1.4394 -2.9334 5.9130
O -0.0171 -7.4442 -2.3671
O -2.2463 0.7169 5.3265
H -1.3706 0.1724 0.1794
N -1.4197 -5.6662 -2.9864
P -2.4641 0.2107 6.8100
C -0.4598 -2.8424 0.9023
H -0.4066 0.6892 -1.1422
H 6.4194 0.1516 2.5449
H 2.9521 -0.0954 -8.9448
H -4.7700 -3.9195 -5.2885
H -1.6286 -3.0187 -4.8176
H 5.3443 -0.0754 3.9457
O -1.5171 5.9191 0.0410
H 0.4219 -4.6507 -2.7340
O -1.6882 -1.1634 6.9054
H -2.7670 2.4986 8.6060
C 2.2398 0.5740 -4.9708
H 2.4730 -1.2503 0.1430
P -2.4456 5.1183 1.0445
H -0.7978 1.5198 4.1043
H 3.1096 1.1281 -4.6294
O -1.8169 -6.7482 -4.9732
H -5.0231 6.9971 -0.2388
C 0.1178 -1.4804 1.2067
H -3.8487 -3.0650 -2.7607
O 2.6840 -0.7419 -5.3285
H -5.3038 5.2452 -0.2871
*
```

---

# 7
# C19H44AsClNOPtSi3

C19H44AsClNOPtSi3 as an isolated structure at a distorted geometry (the ωB97M-V functional and the def2-TZVPD basis, the OMol25 dataset).

```
! wB97M-V def2-TZVPD RIJCOSX def2/J DEFGRID3
* xyz 1 1
Si 3.9676 -2.2413 -1.6080
C 4.8548 0.2327 -4.6872
H 1.9678 4.6716 -0.3676
H -2.0035 2.2239 -2.0642
H 3.7066 3.3028 0.3049
H -1.3998 -0.2431 3.1239
H 5.9640 -3.5087 -2.2856
H -0.2358 3.3765 2.6708
H 6.4297 -2.0868 -1.3620
C 3.6657 -2.9089 0.0945
H 4.6935 3.2982 -1.1692
H 3.1990 3.0548 -4.8078
H 6.8616 0.6802 -1.3278
H 4.8306 1.1166 2.5017
N -0.6688 1.0126 -0.0256
C 2.8284 -3.0008 -2.8570
H -0.4206 0.4201 4.4330
H -1.3236 4.3675 -3.0868
C -1.1457 2.7695 -1.6904
C 0.3682 4.6491 -1.7879
C 1.1025 4.1379 -0.7378
C 0.7166 2.9370 -0.1403
O -0.1886 1.3612 2.6076
H 5.7672 0.5001 -4.1489
C 3.2333 2.6822 -3.7811
C -0.4111 2.2604 -0.6200
C 1.7832 0.1085 -4.4982
C 4.6573 2.9830 -0.1266
H 2.3214 3.0071 -3.2735
H 4.8325 -0.8500 -4.8189
H 4.2926 -2.4214 0.8423
Si 3.3425 0.8279 -3.7963
H 6.7649 -0.4202 0.0528
H -2.5547 3.5658 3.6127
H 4.3116 -0.4488 1.8697
H -0.3836 2.5949 4.2468
C 4.2396 0.6287 1.7216
H 1.5385 0.6058 -5.4405
H 7.2840 1.2497 0.2929
H 5.4544 3.5038 0.4082
H 1.2578 2.5260 0.7134
H -2.7070 1.8089 3.5948
H 3.1791 -2.8286 -3.8768
Si 4.8564 1.1452 0.0518
H 4.9089 0.6852 -5.6805
C -2.2203 2.6566 3.1120
H 0.9492 0.2576 -3.8072
H 0.6517 -1.1657 2.0272
C 6.6018 0.6073 -0.2702
H 1.8730 -0.9596 -4.6979
C -0.4156 0.1615 3.3712
H 1.6551 -0.3838 3.2661
H 1.8150 -2.6182 -2.7533
H 3.1949 0.9185 1.8593
H 0.6546 5.5854 -2.2465
H -0.5964 1.0257 1.0267
H 2.6157 -2.7828 0.3686
C 5.7420 -2.4509 -2.1228
Cl 0.2170 -1.7371 -0.9447
As 3.4365 0.0721 -1.5333
H -2.5488 2.7016 2.0724
Pt 1.1709 0.2606 -0.6827
H 0.5631 -1.7078 3.7042
C -0.7559 3.9598 -2.2611
H 3.9000 -3.9764 0.1144
C -0.7129 2.5561 3.2059
H -1.4967 0.5189 -0.3434
H 4.0915 3.1455 -3.2937
C 0.6804 -0.8312 3.0676
H 5.9448 -1.9242 -3.0553
H 2.8011 -4.0814 -2.6955
*
```

Output
Energy relative to the best compared isomer or geometry (same formula, charge and spin)   5.1 kcal/mol

---

# 8
# C9H14

A 2-piece molecular cluster, C9H14 overall at a distorted geometry (the ωB97M-V functional and the def2-TZVPD basis, the OMol25 dataset).

```
! wB97M-V def2-TZVPD RIJCOSX def2/J DEFGRID3
* xyz 0 1
C 2.1133 -1.3263 -0.0500
H -3.5340 -1.0083 -0.4856
C -2.3859 -2.7466 -0.5337
H 1.5173 -2.0304 0.6064
H 3.2782 1.0403 -0.7700
C -3.5798 -1.9274 -0.0030
H -3.6166 -1.7959 1.1581
H -1.4494 1.3794 0.2293
H -1.6690 -2.1305 -1.0748
C 1.5088 0.0077 0.0490
H 2.2055 -1.5892 -1.0848
H -2.8920 -3.3278 -1.2623
H -4.4890 -2.3572 -0.1809
C 0.1919 2.5347 0.3251
H -0.4187 -0.7995 0.3731
C 0.1783 0.1382 0.3704
C 1.5793 2.4806 -0.0743
H -0.1639 3.5833 0.2312
H 3.1573 -1.2790 0.3616
H -1.9935 -3.3942 0.1767
H 2.2308 3.3301 -0.1439
C -0.5229 1.3844 0.5044
C 2.2231 1.1845 -0.2769
*
```

Output
SMILES   Cc1ccccc1.CC
Energy relative to the best compared isomer or geometry (same formula, charge and spin)   49.0 kcal/mol

---

# 9
# C12H28AlBIO2

C12H28AlBIO2 as an isolated structure at a distorted geometry (the ωB97M-V functional and the def2-TZVPD basis, the OMol25 dataset).

```
! wB97M-V def2-TZVPD RIJCOSX def2/J DEFGRID3
* xyz -1 1
H -4.2062 3.3995 -2.3753
C 2.9171 2.0813 1.3190
C 2.8230 1.4920 -0.1301
H 3.7628 1.7253 -0.6676
Al -2.6162 0.3540 1.5118
C 2.6273 -0.0630 -0.1291
H 1.4431 3.2320 2.4539
C 2.5295 -0.5891 -1.5995
H -3.5647 1.8001 -2.8677
H 2.6257 1.3125 2.0513
H 2.5599 4.2536 1.5058
H -1.6788 -2.3813 2.9235
B -2.6462 1.2151 -0.4029
H 0.1131 -3.3769 1.4302
C -3.4462 2.6256 -2.1493
H 1.7490 -0.3182 0.4851
H -1.0230 -3.5239 -0.7455
H 3.9310 2.4740 1.5131
H -2.4654 3.1227 -2.2350
H 1.0791 -3.4932 -1.5641
C -0.4881 -2.4936 1.1178
H -0.8617 1.3044 -1.2029
H 1.3534 -1.7579 -2.9663
H 0.3987 -0.6265 -1.9835
H 3.5653 -0.4668 0.2994
H 1.9834 1.9514 -0.6795
H 1.5951 -2.6022 -0.1313
O -1.6663 0.8245 -1.4031
H -3.1981 -1.9053 0.2323
C -0.5829 -2.5594 -0.4324
O -3.6377 2.1667 -0.8002
C 0.9026 -2.5638 -0.9953
H 1.2123 3.3871 0.6757
H -2.2502 -3.6325 1.8188
I -0.4898 0.9436 2.8958
H 0.1126 -1.6102 1.3857
H 2.5607 0.3069 -2.2570
H -3.8665 0.9937 2.3115
H 3.4420 -1.1589 -1.8625
C -1.8481 -2.5942 1.8496
C -2.9540 -1.6444 1.2855
H -1.0893 -1.6948 -0.8867
H -3.8831 -1.8751 1.8561
C 1.2196 -1.3610 -1.9396
C 1.9561 3.3261 1.4842
*
```

---

Number 1: E_HOMO -11.1 eV, LUMO level 0.3 eV. Number 2: E_HOMO -9.1 eV, LUMO level 1.0 eV. Number 3: E_HOMO -8.7 eV, LUMO level 0.8 eV. Number 4: E_HOMO -8.1 eV, LUMO level 0.5 eV. Number 5: E_HOMO -10.2 eV, LUMO level -0.8 eV. Number 6: E_HOMO -5.4 eV, LUMO level 2.0 eV. Number 7: E_HOMO -11.6 eV, LUMO level -3.9 eV. Number 8: E_HOMO -8.9 eV, LUMO level 1.0 eV. Number 9: E_HOMO -4.5 eV, LUMO level 3.0 eV.